Density functional theory data (the ωB97M-V functional and the def2-TZVPD basis) for C5H8OS in the gas phase in a non-equilibrium geometry.

Each atom is followed by the atoms it is bonded to, with distances in Å.
CARTESIAN COORDINATES (ANGSTROEM)
1 C -0.161 0.791 -0.030  C6 1.476, H10 1.158, S12 1.754, C13 1.574
2 H -2.220 0.878 -0.879  C6 1.155
3 H -0.306 -2.256 1.349  C11 1.129
4 H 0.936 0.247 1.592  C13 1.184
5 O 1.402 -1.320 0.298  H9 1.199, C13 1.361
6 C -1.517 0.241 -0.221  C1 1.476, H2 1.155, C7 1.330
7 C -1.927 -0.587 0.737  C6 1.330, C11 1.602, H15 1.156
8 H -0.008 0.446 -2.434  S12 1.616
9 H 1.716 -0.699 -0.679  O5 1.199
10 H -0.144 1.754 0.615  C1 1.158
11 C -0.601 -1.169 1.424  H3 1.129, C7 1.602, C13 1.475, H14 1.069
12 S 0.926 1.191 -1.346  C1 1.754, H8 1.616
13 C 0.474 -0.428 0.737  C1 1.574, H4 1.184, O5 1.361, C11 1.475
14 H -0.747 -0.936 2.457  C11 1.069
15 H -2.865 -1.022 1.253  C7 1.156

## Properties
**Maximum force**: 6.829 eV/A
**LUMO energy**: 0.2 eV
**Relative energy (zero: lowest compared OMol25 entry of this formula, charge and spin)**: 91.0 kcal per mole
**E**: -18193.3544 eV